Arrangement i

14
Properties=species:S:1:pos:R:3:lowdin_spin:R:1 method="wB97M-V/def2-TZVPD" gap_ha="0.3167 / 0.2569" lumo_energy_ev="0.035 / -2.495" homo_ev="-8.582 / -9.487" spin_multiplicity=2
H 0.340 -1.785 -1.430 0.000
H 2.474 0.248 0.955 0.000
H 1.451 -2.013 -0.128 0.000
H 0.895 0.403 1.664 0.000
H -0.967 0.580 -0.262 0.012
H -0.271 -1.732 0.248 0.001
C 1.464 0.608 0.757 0.000
O -0.305 0.775 -0.929 0.010
H 1.514 1.696 0.811 0.000
I -3.739 0.535 0.126 0.305
C 0.554 -1.461 -0.411 0.001
Zn -5.958 2.011 0.339 0.671
H 1.686 0.129 -1.221 0.000
C 0.861 0.004 -0.519 0.001

=====

Arrangement ii

14
Properties=species:S:1:pos:R:3:lowdin_spin:R:1 method="wB97M-V/def2-TZVPD" gap_ha="0.3244 / 0.2356" lumo_energy_ev="-0.015 / -2.929" homo_ev="-8.843 / -9.340" spin_multiplicity=2
C -6.376 27.324 1.126 0.000
H -6.828 26.813 -0.958 0.000
H -6.507 26.356 1.609 0.000
Zn -11.315 24.037 -1.475 0.585
H -6.665 28.023 1.911 0.000
C -7.252 28.893 -0.680 0.000
O -8.611 27.141 0.127 0.000
H -7.563 29.606 0.084 0.000
C -7.202 27.466 -0.170 0.000
H -7.812 29.082 -1.596 0.001
H -5.336 27.490 0.844 0.000
I -11.136 26.861 -2.339 0.413
H -6.216 29.190 -0.842 0.000
H -9.093 27.330 -0.681 0.001

=====

Which of them is the most stable, and which is the least stable? arrangement i and arrangement ii, in that order.